[1]
C5H14N2O4P | the ωB97M-V functional and the def2-TZVPD basis

As for the gap between HOMO and LUMO: 9.84 eV. The value obtained for the energy above the lowest of the compared OMol25 structures with the same formula, charge and spin is 5.8235 eV. Its max |F| is 5.6 eV Å⁻¹. As for the net charge: +1.

```
26
C5H14N2O4P the ωB97M-V functional and the def2-TZVPD basis
C 1.069 0.823 1.886
C 2.393 -0.844 0.691
C 0.339 -0.752 -1.063
C -1.633 0.857 0.023
C -2.274 -1.495 -1.161
N 1.095 2.136 2.137
N 1.980 0.412 0.968
O 0.234 0.042 2.342
O 1.458 -1.647 -0.323
O -0.739 1.571 -0.831
O -1.946 -0.616 -2.217
P -1.016 -0.970 0.128
H 3.355 -0.925 0.107
H 2.359 -1.418 1.592
H 0.335 -1.323 -2.020
H 0.740 0.254 -1.237
H -2.679 0.914 -0.460
H -1.644 1.316 1.005
H -3.237 -1.011 -0.735
H -2.228 -2.598 -1.266
H 1.996 2.679 1.941
H 0.271 2.579 2.630
H 2.356 1.163 0.280
H 0.850 -2.151 0.325
H -1.074 1.641 -1.714
H -2.360 -0.639 -3.027
```

These are the Mulliken partial charges, in e, on atoms 1 to 5: 0.59, -0.43, -0.38, -0.53, -0.65



[2]
C6H14O2 | the ωB97M-V functional and the def2-TZVPD basis

As for the gap between HOMO and LUMO: 10.09 eV. The value obtained for the energy above the lowest of the compared OMol25 structures with the same formula, charge and spin is 2.6680 eV. Its max |F| is 2.6 eV Å⁻¹. As for the net charge: 0.

```
22
C6H14O2 the ωB97M-V functional and the def2-TZVPD basis
C 2.062 0.055 -1.194
C 1.670 0.526 -0.022
C 1.837 1.951 0.404
H 2.327 0.718 -2.008
H 2.125 -1.001 -1.403
H 1.420 -0.195 0.802
H 2.641 2.050 1.138
H 2.043 2.592 -0.450
H 0.935 2.309 0.898
C -0.855 -2.358 -0.159
C -0.878 -1.610 1.134
O 0.107 -1.271 1.754
H -1.230 -3.368 -0.003
H -1.518 -1.866 -0.865
H 0.155 -2.399 -0.566
H -1.886 -1.497 1.576
C -1.513 0.999 -0.114
O -2.516 0.220 -0.724
H -1.624 1.080 0.975
H -1.523 2.009 -0.550
H -0.413 0.644 -0.312
H -3.368 0.411 -0.306
```

These are the Mulliken partial charges, in e, on atoms 1 to 5: -0.72, -0.02, -1.01, 0.24, 0.26



[3]
C18H38F2NO12 | the ωB97M-V functional and the def2-TZVPD basis

As for the gap between HOMO and LUMO: 10.46 eV. The value obtained for the energy above the lowest of the compared OMol25 structures with the same formula, charge and spin is 2.2348 eV. Its max |F| is 14.4 eV Å⁻¹. As for the net charge: +1.

```
71
C18H38F2NO12 the ωB97M-V functional and the def2-TZVPD basis
N 0.279 -0.061 -0.569
H 1.128 0.409 -1.157
H 0.667 -0.494 0.214
H -0.370 -0.875 -1.140
H -0.167 0.576 -0.061
C -3.452 4.237 0.832
C -4.023 4.214 -0.549
O -3.133 3.460 -1.337
C -2.035 3.169 -0.600
O -0.945 2.795 -1.064
O -2.213 3.722 0.590
F -3.863 5.483 -1.089
H -3.864 3.742 1.802
H -3.441 5.334 1.232
H -5.070 4.013 -0.666
C 1.575 1.641 5.144
C 2.946 2.267 4.710
O 2.498 2.597 3.441
C 1.268 2.005 3.121
O 0.697 2.080 2.004
O 0.791 1.380 4.086
F 3.896 1.378 4.593
H 1.175 2.432 5.744
H 1.711 0.833 5.804
H 3.368 3.163 5.117
C -0.583 -3.670 -1.713
O 0.368 -3.055 -0.826
C 1.576 -3.848 -0.613
C 2.295 -3.239 0.772
O 2.611 -2.090 0.603
C 3.063 -1.435 1.799
C 3.854 -0.226 1.302
O 3.148 0.512 0.270
C 3.792 1.604 -0.108
H 0.013 -4.030 -2.643
H -1.022 -2.842 -2.038
H -1.299 -4.362 -1.124
H 2.267 -3.864 -1.571
H 1.265 -4.835 -0.356
H 2.856 -4.024 0.996
H 1.563 -3.453 1.515
H 3.842 -2.065 2.257
H 2.116 -1.073 2.338
H 4.810 -0.581 0.990
H 4.238 0.311 2.152
H 4.129 2.174 0.737
H 2.992 2.169 -0.623
H 4.616 1.389 -0.997
C 0.637 -0.630 -4.744
O -0.361 -0.456 -3.659
C -1.696 -0.286 -4.204
C -2.560 0.200 -3.064
O -2.532 -0.576 -2.148
C -3.430 -0.342 -1.032
C -3.133 -1.447 0.091
O -2.047 -0.993 0.920
C -1.367 -2.101 1.644
H 0.172 -1.469 -5.400
H 1.562 -0.975 -4.461
H 0.915 0.366 -5.277
H -1.947 -1.421 -4.584
H -1.672 0.364 -4.946
H -3.642 0.239 -3.300
H -2.257 1.163 -2.985
H -4.520 -0.256 -1.418
H -3.166 0.552 -0.456
H -2.839 -2.372 -0.498
H -4.246 -1.440 0.457
H -0.624 -1.670 2.579
H -0.816 -2.794 1.031
H -2.365 -2.620 2.133
```

These are the Mulliken partial charges, in e, on atoms 1 to 5: 0.40, 0.32, -0.04, -0.14, 0.27



[4]
H10O5 | the ωB97M-V functional and the def2-TZVPD basis

As for the gap between HOMO and LUMO: 7.18 eV. The value obtained for the energy above the lowest of the compared OMol25 structures with the same formula, charge and spin is 7.2076 eV. Its max |F| is 16.0 eV Å⁻¹. As for the net charge: 0.

```
15
H10O5 the ωB97M-V functional and the def2-TZVPD basis
H 0.619 -0.827 -0.495
H 1.423 0.063 0.438
H -2.561 -1.540 1.787
H -1.068 -1.556 1.506
H 2.820 -2.147 -0.849
H 1.416 -2.657 -0.569
H -0.028 0.176 1.149
H -1.381 0.861 1.042
H -1.268 3.098 -2.084
H -0.353 4.133 -1.451
O 1.484 -0.415 -0.397
O -1.924 -1.566 1.064
O 1.894 -1.884 -0.890
O -0.439 1.048 1.118
O -0.633 3.214 -1.369
```

These are the Mulliken partial charges, in e, on atoms 1 to 5: 0.35, 0.24, 0.32, 0.32, 0.26



[5]
C4H6ClFN2 | the ωB97M-V functional and the def2-TZVPD basis

As for the gap between HOMO and LUMO: 9.62 eV. The value obtained for the energy above the lowest of the compared OMol25 structures with the same formula, charge and spin is 2.4890 eV. Its max |F| is 3.3 eV Å⁻¹. As for the net charge: 0.

```
14
C4H6ClFN2 the ωB97M-V functional and the def2-TZVPD basis
C -0.222 -0.821 -2.262
N -0.075 -1.633 -1.310
N 0.144 -1.156 -0.066
C 0.462 0.215 0.253
C -0.698 1.041 0.639
C 0.291 0.546 1.685
F -0.013 -0.484 2.530
Cl 1.553 1.688 2.414
H -0.285 0.238 -2.088
H -0.181 -1.203 -3.272
H 0.214 -1.815 0.705
H 1.234 0.600 -0.278
H -1.726 0.641 0.552
H -0.697 2.143 0.498
```

These are the Mulliken partial charges, in e, on atoms 1 to 5: -0.40, -0.77, 0.25, -0.56, -0.48



[6]
C26H22IrN6P | the ωB97M-V functional and the def2-TZVPD basis

As for the gap between HOMO and LUMO: 7.37 eV. The value obtained for the energy above the lowest of the compared OMol25 structures with the same formula, charge and spin is 0.0000 eV. Its max |F| is 1.2 eV Å⁻¹. As for the net charge: +2.

```
56
C26H22IrN6P the ωB97M-V functional and the def2-TZVPD basis
Ir 0.210 0.076 -0.528
N 2.271 2.781 -0.259
C 1.832 2.631 -1.507
N 2.192 3.521 -2.415
C 1.743 3.326 -3.653
N 2.032 4.214 -4.587
N 1.007 2.239 -4.051
C 0.700 1.426 -3.095
N 1.009 1.578 -1.785
C 0.017 0.148 -3.410
C -0.319 -0.222 -4.693
C -0.865 -1.480 -4.909
C -1.051 -2.328 -3.832
C -0.703 -1.898 -2.565
N -0.194 -0.676 -2.355
H 2.909 3.539 -0.077
H 2.107 2.095 0.458
H 2.595 5.018 -4.360
H 1.725 4.065 -5.533
H -0.132 0.472 -5.500
H -1.128 -1.796 -5.909
H -1.463 -3.319 -3.959
H -0.833 -2.513 -1.687
C -4.439 -2.274 3.473
C -4.509 -1.149 2.659
C -3.399 -0.746 1.940
C -2.214 -1.475 2.050
C -2.149 -2.623 2.838
C -3.266 -3.010 3.561
P -0.738 -0.917 1.223
C -0.286 0.774 1.785
C 0.619 0.959 2.848
C 0.872 2.226 3.331
C 0.244 3.333 2.756
C -0.644 3.176 1.705
C -0.919 1.902 1.224
C 0.796 -1.821 1.486
C 1.421 -2.766 2.284
C 2.665 -3.227 1.868
C 3.237 -2.776 0.686
C 2.602 -1.835 -0.128
C 1.389 -1.343 0.310
H -5.309 -2.583 4.036
H -5.431 -0.590 2.583
H -3.456 0.135 1.312
H -1.246 -3.216 2.880
H -3.221 -3.889 4.190
H 1.113 0.104 3.292
H 1.551 2.361 4.162
H 0.446 4.323 3.144
H -1.138 4.035 1.273
H -1.671 1.785 0.449
H 0.978 -3.134 3.199
H 3.186 -3.964 2.463
H 4.196 -3.175 0.381
H 3.059 -1.500 -1.050
```

These are the Mulliken partial charges, in e, on atoms 1 to 5: 0.94, -0.20, 0.65, -0.71, 0.34



Number 1: molar mass 197.15 u. Number 2: molar mass 118.18 u. Number 3: molar mass 498.49 u. Number 4: molar mass 90.08 u. Number 5: molar mass 136.56 u. Number 6: molar mass 641.70 u.